# C13H15AsCl5N2O3RbS

A structure of composition C13H15AsCl5N2O3RbS (wB97M-V/def2-TZVPD, the Open Molecules 2025 dataset).

- M (g/mol) = 617.00
- net charge = -2
- energy relative to the best compared isomer or geometry (same formula, charge and spin) (kJ/mol) = 0.0
- HOMO level (eV) = -2.08
- electronic energy (hartree) = -5798.7099
- LUMO energy (eV) = 4.1
- largest force on an atom (eV/Å) = 0.91

Geometry as XYZ:
```
41
Properties=species:S:1:pos:R:3:forces:R:3:mulliken_charge:R:1
Rb -0.3808 0.4475 -0.6196 -0.86 0.23 -0.20 0.9613
As 0.0337 -3.4192 1.2434 0.24 0.30 0.03 0.7726
Cl -6.5042 3.8431 -0.3761 -0.12 -0.04 0.00 -0.2177
Cl -2.2312 7.1350 -0.5887 0.07 0.10 0.00 -0.2160
Cl -5.3124 6.7192 -0.4667 -0.04 0.05 0.00 -0.2357
Cl -4.5973 1.3541 -0.4036 -0.02 -0.05 0.00 -0.2758
Cl -0.3157 4.6505 -0.6167 0.13 0.01 -0.01 -0.2340
S -1.3533 -2.9289 -0.2459 -0.15 -0.12 0.01 -0.6374
O 1.8466 1.5705 -1.5821 0.32 0.33 -0.09 -0.7914
O 2.5958 -0.6714 2.8183 -0.04 -0.04 -0.07 -0.8244
O 0.9018 -0.5962 1.3582 -0.01 -0.21 0.35 -0.4424
N 1.2649 0.2571 -3.8131 -0.06 0.04 -0.11 -0.5743
N 2.8958 -0.2926 -0.6553 0.03 -0.09 -0.06 -0.5253
C -0.1322 -5.3205 1.6483 -0.01 0.05 -0.01 -1.2158
C -4.7828 4.0555 -0.4415 0.18 0.11 -0.01 -0.5503
C -4.2553 5.3441 -0.4822 0.02 0.01 0.00 0.7023
C -0.2297 -2.5992 2.9825 0.05 -0.07 -0.07 -1.0325
C 2.0938 -0.3726 1.7118 0.36 0.01 0.04 0.3068
C -2.8723 5.5227 -0.5360 -0.13 -0.13 0.01 -0.5319
C 2.9818 0.3269 0.6563 0.05 0.05 0.07 -0.3401
C 2.3784 0.4189 -1.6151 0.03 -0.23 -0.12 0.2524
C -2.0543 4.3957 -0.5457 -0.13 -0.04 0.01 1.0398
C -3.8921 2.9854 -0.4554 -0.03 -0.06 0.01 0.9901
C 2.3430 -0.2883 -2.9869 0.19 -0.09 0.08 -0.2872
C 1.8756 -3.2768 0.6796 0.02 -0.10 0.04 -0.8026
C -2.5231 3.0963 -0.5053 0.02 0.00 -0.02 -1.5443
H -1.1491 -5.5201 1.9823 0.00 0.01 0.01 0.3415
H 2.6710 1.3822 0.6325 0.03 -0.02 0.00 0.2461
H 1.9799 -2.4436 -0.0162 -0.03 0.03 0.03 0.0261
H 0.7459 -2.3205 3.3831 0.00 -0.02 -0.02 0.3509
H 1.1093 1.2082 -3.4772 0.10 -0.02 0.05 0.2548
H -0.7716 -3.2869 3.6358 0.02 -0.03 -0.06 0.4085
H -0.7800 -1.6781 2.8258 -0.03 -0.03 -0.03 0.2533
H 1.5543 0.3193 -4.7807 -0.06 -0.01 0.01 0.1992
H 2.1726 -4.2133 0.2013 -0.09 0.01 0.04 0.4045
H 0.5817 -5.6069 2.4218 0.01 0.00 0.01 0.3840
H 3.3340 -0.1657 -3.4491 -0.04 0.05 0.02 0.2293
H 4.0168 0.2839 1.0099 -0.05 0.00 0.05 0.2865
H 2.5019 -3.0761 1.5490 -0.02 0.02 0.02 0.3580
H 0.0578 -5.8818 0.7348 0.01 0.01 0.00 0.3346
H 2.2011 -1.3573 -2.8153 0.01 0.02 0.00 0.1764
```
Forces are in eV/Å.